1.
{"formula": "C38H29Cl5NP2Pd", "method": "wB97M-V/def2-TZVPD", "charge": -1, "orbital_gap_ha": 0.2364, "relative_energy_kcal_mol": 0.0, "multiplicity": 1, "species": ["Pd", "Cl", "C", "C", "C", "Cl", "C", "Cl", "C", "Cl", "C", "Cl", "C", "N", "C", "P", "C", "C", "C", "C", "C", "C", "C", "C", "C", "C", "C", "C", "C", "C", "C", "C", "C", "C", "P", "C", "C", "C", "C", "C", "C", "C", "C", "C", "C", "C", "C", "H", "H", "H", "H", "H", "H", "H", "H", "H", "H", "H", "H", "H", "H", "H", "H", "H", "H", "H", "H", "H", "H", "H", "H", "H", "H", "H", "H", "H"], "coordinates": [[-0.20105, 0.29115, 0.56553], [2.64175, -0.88438, 0.92657], [2.10441, -0.14408, 2.42229], [0.76646, 0.26345, 2.45144], [0.39246, 0.86563, 3.64744], [-1.25979, 1.43644, 3.81332], [1.25420, 1.08795, 4.71766], [0.73482, 1.90184, 6.15435], [2.57548, 0.66891, 4.61683], [3.68045, 0.94116, 5.91827], [3.01185, 0.03635, 3.45046], [4.65741, -0.47317, 3.31602], [-1.56162, 3.14583, 0.32735], [-2.65979, 2.50481, -0.36107], [-3.26086, 1.38281, 0.32797], [-2.31193, -0.25183, 0.26986], [-3.23897, -1.08215, 1.62021], [-2.47225, -1.76668, 2.55696], [-3.06922, -2.40326, 3.63772], [-4.44247, -2.34507, 3.80143], [-5.21876, -1.64848, 2.88211], [-4.62289, -1.02302, 1.79952], [-3.08037, -1.04677, -1.21439], [-2.62798, -0.57122, -2.44747], [-3.11502, -1.08017, -3.63827], [-4.04619, -2.11190, -3.62193], [-4.47858, -2.61787, -2.40620], [-4.00369, -2.08741, -1.21342], [-3.17783, 2.99487, -1.54672], [-4.14891, 2.28657, -2.27634], [-4.66465, 2.78565, -3.45926], [-4.24223, 3.99931, -3.97674], [-3.27846, 4.70648, -3.27350], [-2.75800, 4.22498, -2.08760], [0.09085, 2.40654, -0.14556], [1.25593, 3.35240, 0.90541], [0.92893, 3.71501, 2.21142], [1.89347, 4.21685, 3.07314], [3.20420, 4.36717, 2.64489], [3.54114, 4.00947, 1.34536], [2.57797, 3.50392, 0.48996], [0.31207, 3.23996, -1.77555], [0.09821, 2.45807, -2.90362], [0.10853, 3.01419, -4.17417], [0.35817, 4.36740, -4.32881], [0.60667, 5.15594, -3.20995], [0.58274, 4.59828, -1.94190], [-1.69184, 2.94488, 1.39282], [-1.57804, 4.22936, 0.19977], [-4.28878, 1.25760, -0.00840], [-3.30449, 1.61365, 1.39818], [-1.39370, -1.75914, 2.43948], [-2.45505, -2.92899, 4.35857], [-4.90877, -2.83173, 4.64960], [-6.29338, -1.59080, 3.01061], [-5.24719, -0.49575, 1.08784], [-1.88601, 0.21732, -2.45619], [-2.76258, -0.67533, -4.57945], [-4.42366, -2.52388, -4.54994], [-5.19231, -3.43306, -2.37891], [-4.35470, -2.50328, -0.27753], [-4.48213, 1.31360, -1.95156], [-5.40247, 2.19413, -3.98908], [-4.64044, 4.37652, -4.90984], [-2.91094, 5.65329, -3.65151], [-1.99323, 4.80673, -1.59722], [-0.07531, 3.57238, 2.59163], [1.61670, 4.46768, 4.09022], [3.96137, 4.74466, 3.32067], [4.56382, 4.10609, 1.00107], [2.86311, 3.20139, -0.51244], [-0.07556, 1.39669, -2.77370], [-0.07826, 2.39119, -5.04046], [0.36648, 4.80767, -5.31856], [0.81390, 6.21318, -3.32751], [0.76760, 5.22314, -1.07493]], "atomic_forces_ev_per_a": [[-0.21, 0.12, -0.01], [0.20, -0.07, 0.05], [-0.29, 0.03, -0.12], [0.55, 0.00, 0.32], [0.01, -0.09, -0.15], [-0.17, -0.03, 0.01], [0.09, -0.07, -0.04], [-0.06, 0.03, 0.04], [0.10, 0.00, 0.01], [0.04, 0.00, 0.05], [-0.09, 0.09, 0.12], [0.07, -0.03, -0.03], [0.07, 0.08, 0.17], [-0.12, -0.04, -0.06], [-0.06, -0.05, 0.04], [-0.39, -0.13, -0.36], [0.03, -0.02, 0.09], [-0.05, -0.03, 0.08], [0.07, 0.00, -0.01], [-0.07, 0.00, 0.02], [-0.09, -0.02, 0.06], [0.09, -0.03, -0.01], [0.09, 0.13, -0.04], [-0.04, -0.05, 0.00], [0.00, -0.02, -0.02], [-0.01, 0.00, -0.02], [-0.04, -0.04, -0.05], [-0.02, -0.04, 0.09], [0.02, 0.04, -0.11], [-0.02, -0.01, 0.05], [-0.04, -0.02, -0.02], [-0.02, 0.04, -0.09], [-0.03, 0.01, 0.00], [0.04, -0.02, 0.13], [0.12, 0.08, -0.01], [-0.14, 0.03, -0.02], [-0.05, 0.03, 0.00], [0.08, 0.03, 0.03], [-0.02, 0.00, 0.02], [0.06, 0.01, 0.03], [0.05, 0.00, -0.10], [0.06, -0.06, 0.08], [0.03, -0.07, -0.02], [0.00, 0.04, -0.06], [0.01, 0.04, 0.00], [0.02, 0.06, -0.02], [0.02, -0.04, -0.02], [0.06, 0.03, -0.03], [-0.01, 0.03, -0.02], [-0.01, -0.02, 0.03], [0.02, 0.03, -0.02], [0.01, -0.01, -0.01], [-0.01, 0.00, 0.00], [-0.02, 0.01, -0.01], [0.01, -0.01, 0.01], [0.01, 0.01, -0.03], [0.03, 0.04, 0.00], [-0.01, -0.01, 0.00], [0.00, 0.00, 0.00], [0.00, 0.00, -0.02], [0.01, 0.02, 0.00], [0.01, -0.01, 0.03], [0.00, 0.01, -0.01], [0.00, 0.00, 0.01], [0.00, 0.00, -0.01], [-0.06, -0.03, -0.02], [0.04, 0.02, -0.06], [0.02, 0.00, 0.01], [-0.01, -0.01, 0.01], [0.00, 0.01, 0.02], [-0.02, 0.01, 0.01], [-0.01, -0.03, 0.04], [0.00, 0.01, 0.01], [0.00, 0.02, 0.01], [0.00, 0.00, -0.01], [0.01, -0.02, 0.01]]}

---

2.
{"formula": "C48H40N11O2PPbTe4", "method": "wB97M-V/def2-TZVPD", "charge": 2, "orbital_gap_ha": 0.2341, "relative_energy_kcal_mol": 5.9, "multiplicity": 1, "species": ["Pb", "N", "C", "C", "C", "C", "C", "N", "C", "C", "C", "C", "C", "N", "H", "H", "H", "H", "H", "H", "H", "H", "H", "Te", "Te", "Te", "Te", "C", "N", "C", "N", "C", "N", "C", "C", "C", "C", "C", "C", "C", "N", "N", "C", "O", "C", "C", "C", "C", "C", "C", "N", "C", "N", "C", "N", "C", "H", "H", "H", "H", "H", "H", "H", "H", "H", "H", "H", "H", "H", "H", "H", "H", "O", "P", "C", "C", "C", "C", "C", "C", "C", "C", "C", "C", "C", "C", "C", "C", "C", "C", "C", "C", "H", "H", "H", "H", "H", "H", "H", "H", "H", "H", "H", "H", "H", "H", "H"], "coordinates": [[-1.70046, -1.88952, 0.11888], [-3.34362, -3.02672, -3.11913], [-4.26062, -2.49181, -2.22168], [-5.59920, -2.45280, -2.63477], [-6.54769, -1.92271, -1.79533], [-6.15877, -1.44275, -0.54555], [-4.82909, -1.50750, -0.22089], [-3.88120, -2.00611, -1.04197], [-2.12968, -3.66981, -2.93265], [-1.61681, -4.40297, -4.01522], [-0.42696, -5.06925, -3.86574], [0.24400, -5.00639, -2.64159], [-0.32638, -4.26042, -1.64336], [-1.48669, -3.58906, -1.77599], [-3.75117, -3.21810, -4.02021], [-5.87502, -2.85543, -3.60041], [-7.58526, -1.89466, -2.09995], [-6.87276, -1.03124, 0.15217], [-4.47636, -1.13063, 0.73151], [-2.16567, -4.44801, -4.94682], [-0.02261, -5.64589, -4.68679], [1.17312, -5.53141, -2.47574], [0.15032, -4.18118, -0.67185], [-2.22247, -1.33783, 3.86887], [-4.54602, -2.58032, 4.56282], [-2.35133, -4.08045, 3.87944], [-2.68803, -4.86103, 1.39818], [3.38762, -1.61505, 4.24520], [2.43651, -2.15330, 3.27985], [1.60959, -1.50089, 2.45962], [0.95692, -2.35498, 1.68592], [1.46108, -3.55455, 2.09127], [2.36050, -3.47440, 3.04372], [4.76738, -1.39810, 3.66874], [5.89041, -1.79793, 4.37909], [7.16324, -1.51662, 3.89744], [7.32359, -0.83574, 2.70403], [6.19753, -0.44444, 1.98365], [4.92664, -0.72965, 2.46364], [6.35996, 0.30919, 0.74355], [7.36469, 1.01688, 0.36584], [7.02214, 1.56636, -0.86102], [5.83594, 1.14988, -1.12655], [5.33980, 0.33794, -0.15663], [5.01786, 1.44589, -2.29972], [5.29004, 2.59430, -3.04334], [4.51630, 2.89117, -4.15105], [3.47326, 2.04931, -4.51966], [3.20690, 0.90147, -3.78613], [2.13114, -0.05120, -4.23405], [0.98084, -0.11591, -3.33179], [0.65633, -1.05757, -2.45385], [-0.48867, -0.74632, -1.86351], [-0.81172, 0.45021, -2.43065], [0.05259, 0.86314, -3.32377], [3.98395, 0.60071, -2.67598], [3.41968, -2.31075, 5.08047], [2.97215, -0.67272, 4.60675], [1.51006, -0.42614, 2.46532], [1.14886, -4.50326, 1.68517], [5.77424, -2.32894, 5.31596], [8.03230, -1.83127, 4.45848], [8.30688, -0.60090, 2.32031], [4.06366, -0.40408, 1.89464], [6.10874, 3.23424, -2.74314], [4.72439, 3.77917, -4.73211], [2.87052, 2.28400, -5.38834], [2.52450, -1.06546, -4.31016], [1.74143, 0.23890, -5.20723], [1.24016, -1.95006, -2.29323], [-1.70214, 1.00251, -2.18146], [3.79917, -0.30276, -2.10454], [-2.55765, 0.39056, 0.37179], [-2.41828, 1.82438, 0.84153], [-3.71648, 2.84128, 0.15315], [-4.40242, 2.38154, -0.96887], [-5.38522, 3.17108, -1.54699], [-5.68079, 4.41476, -1.00662], [-5.00290, 4.87279, 0.11655], [-4.02271, 4.08728, 0.70056], [-0.82709, 2.48335, 0.34984], [-0.68901, 3.71767, -0.27497], [0.56513, 4.14627, -0.68857], [1.67626, 3.34711, -0.47939], [1.54473, 2.10896, 0.14319], [0.29664, 1.67674, 0.55223], [-2.55322, 1.95878, 2.63030], [-1.48704, 2.34330, 3.44005], [-1.64329, 2.38668, 4.82092], [-2.86111, 2.05170, 5.39323], [-3.93197, 1.67465, 4.58850], [-3.78024, 1.62893, 3.21245], [-4.17439, 1.40260, -1.37397], [-5.92144, 2.81749, -2.41748], [-6.44727, 5.03003, -1.45865], [-5.24262, 5.83923, 0.53872], [-3.50226, 4.44016, 1.58368], [-1.55610, 4.34148, -0.44990], [0.67064, 5.10385, -1.18023], [2.64946, 3.68336, -0.80949], [2.41656, 1.48522, 0.29951], [0.18503, 0.69850, 1.01153], [-0.54217, 2.63067, 2.99599], [-0.81755, 2.69800, 5.44678], [-2.98398, 2.09666, 6.46725], [-4.88810, 1.43560, 5.03615], [-4.61970, 1.35105, 2.58430]], "atomic_forces_ev_per_a": [[0.15, -0.09, 0.04], [0.04, 0.05, -0.02], [0.00, 0.00, 0.03], [-0.01, 0.00, -0.01], [0.00, 0.00, 0.00], [0.00, -0.01, -0.01], [-0.02, -0.02, -0.02], [-0.06, 0.01, 0.01], [0.00, 0.02, 0.00], [-0.01, 0.01, -0.01], [0.01, 0.00, 0.01], [0.00, 0.00, -0.03], [0.00, -0.04, 0.02], [0.02, -0.07, 0.04], [0.00, 0.00, 0.00], [0.00, 0.00, 0.00], [0.00, 0.00, 0.00], [0.00, 0.00, 0.00], [0.02, -0.02, 0.01], [0.00, 0.00, 0.00], [0.00, 0.00, 0.00], [0.00, 0.00, 0.00], [0.00, 0.01, 0.03], [0.06, -0.04, -0.05], [0.03, -0.02, -0.02], [-0.01, -0.05, -0.03], [0.04, 0.04, 0.05], [0.02, 0.01, 0.01], [0.04, 0.03, -0.09], [-0.06, 0.02, 0.07], [-0.01, 0.04, 0.00], [-0.04, -0.04, -0.02], [-0.06, -0.01, 0.02], [-0.03, 0.00, 0.01], [0.00, -0.01, 0.00], [-0.01, 0.00, 0.00], [-0.01, 0.01, 0.01], [0.01, -0.02, -0.01], [0.00, 0.03, 0.00], [0.07, 0.02, -0.01], [-0.01, -0.01, 0.00], [-0.03, -0.01, 0.04], [0.08, -0.01, -0.07], [-0.07, 0.01, 0.03], [-0.02, 0.11, 0.05], [-0.02, -0.03, -0.02], [-0.01, -0.02, 0.02], [0.00, 0.02, 0.02], [0.02, 0.02, -0.05], [-0.06, -0.04, -0.04], [0.03, 0.14, 0.04], [-0.03, -0.17, -0.06], [-0.02, 0.18, 0.09], [0.02, -0.02, -0.02], [-0.02, -0.04, -0.02], [-0.07, -0.01, 0.08], [0.01, 0.00, -0.01], [-0.01, 0.00, 0.00], [0.00, 0.00, 0.01], [-0.01, -0.01, -0.01], [0.00, 0.00, 0.00], [0.00, 0.00, 0.00], [0.00, 0.00, 0.00], [-0.01, -0.01, -0.01], [0.00, 0.00, 0.00], [0.00, 0.00, 0.00], [0.00, 0.00, 0.00], [-0.03, -0.01, 0.00], [0.02, -0.01, -0.02], [0.01, 0.01, 0.02], [0.01, 0.01, 0.01], [0.00, 0.00, 0.00], [-0.01, 0.08, 0.04], [-0.05, -0.06, -0.04], [0.01, 0.01, 0.00], [0.00, -0.01, 0.00], [0.00, 0.00, 0.00], [0.00, 0.00, 0.00], [0.00, 0.01, 0.00], [-0.02, -0.01, 0.00], [0.03, -0.05, -0.01], [-0.01, 0.01, 0.03], [0.01, 0.02, -0.02], [0.04, -0.06, -0.01], [0.02, -0.01, -0.01], [-0.02, 0.01, -0.03], [0.02, 0.04, -0.01], [-0.02, 0.01, -0.02], [-0.02, 0.01, 0.02], [0.03, 0.03, 0.01], [-0.02, 0.01, 0.02], [-0.01, 0.02, -0.02], [0.00, 0.00, 0.00], [0.00, 0.00, 0.00], [0.00, 0.00, 0.00], [0.00, 0.00, 0.00], [0.00, 0.00, 0.00], [0.00, 0.00, -0.01], [0.00, 0.00, 0.00], [0.05, 0.00, -0.01], [0.02, 0.00, -0.03], [-0.03, 0.02, -0.01], [0.00, -0.01, 0.00], [0.00, -0.01, 0.00], [0.00, 0.00, 0.00], [0.00, 0.00, 0.00], [-0.01, 0.00, 0.00]]}

---

3.
{"formula": "CH2N2O2", "method": "wB97M-V/def2-TZVPD", "orbital_gap_ha": 0.3625, "relative_energy_kcal_mol": 165.9, "multiplicity": 1, "species": ["C", "N", "N", "O", "O", "H", "H"], "coordinates": [[-1.29855, -0.91586, -0.08533], [-0.22662, -1.28121, 0.54541], [-1.12528, -0.03478, 0.97420], [-1.93769, -0.99463, -1.04880], [-0.49118, 1.13166, 0.88513], [0.24800, -1.85495, 1.27743], [-0.17639, 1.63879, -0.42070]], "atomic_forces_ev_per_a": [[0.09, 0.48, 0.04], [2.32, -0.31, 1.93], [0.86, 0.10, 1.43], [-1.62, -0.63, -2.33], [0.97, 2.20, -4.35], [-1.33, 0.45, -1.10], [-1.29, -2.30, 4.38]]}

---

4.
{"formula": "C3H2ClFS2", "method": "wB97M-V/def2-TZVPD", "smiles": "F/C(Cl)=C/SC=S", "orbital_gap_ha": 0.3065, "relative_energy_kcal_mol": 32.7, "multiplicity": 1, "species": ["F", "C", "Cl", "C", "S", "C", "S", "H", "H"], "coordinates": [[2.63289, 1.67483, -0.01132], [1.87396, 0.53282, 0.01619], [2.75061, -0.88570, -0.35628], [0.49733, 0.41026, 0.03099], [-0.26730, -1.33335, -0.00147], [-1.93204, -0.78302, -0.01483], [-2.63128, 0.65749, -0.34309], [-0.18008, 1.39677, 0.23519], [-2.74410, -1.67010, 0.44462]], "atomic_forces_ev_per_a": [[-1.48, -1.53, 0.36], [-2.35, -0.07, -1.07], [0.86, 0.04, 0.16], [1.00, 1.80, 0.96], [-0.04, 3.21, 0.18], [-2.89, -1.84, 1.56], [0.62, -0.89, 0.09], [1.57, -2.94, -0.63], [2.71, 2.22, -1.61]]}